1.
Density functional theory data (ωB97M-V/def2-TZVPD) for one molecule with the formula C3H6N2O.

Geometry as XYZ:
```
12
Properties=species:S:1:pos:R:3:forces:R:3:mulliken_charge:R:1
N 1.9154 0.2284 -0.1755 0.7 -0.6 0.3 -0.3056
H 0.9159 0.9394 -1.8064 0.0 -0.4 1.0 0.3617
H -0.7693 -1.4138 -0.9558 0.1 -0.6 -0.4 0.2677
C -0.4073 0.3459 -0.0504 -1.1 -0.9 0.1 0.2897
C 0.8516 0.5305 -0.7697 0.6 1.5 -2.0 -0.2026
O 1.6391 -0.2775 1.0789 -2.1 0.7 0.5 -0.2292
H -1.5563 -0.1318 -1.5908 -0.4 0.0 -1.1 0.2455
H -0.1749 0.4733 2.1469 0.9 0.0 -0.7 0.2284
N -1.3105 -0.5959 -0.7494 0.4 0.1 1.4 -0.6681
H -0.2260 -1.1880 1.5928 0.4 1.1 -0.9 0.2511
H -1.0035 1.2445 0.0031 0.2 0.5 0.4 0.3262
C 0.1259 -0.1551 1.2763 0.4 -1.5 1.4 -0.5647
```
Forces are in eV/Å.

Output
Charge: 0
Frontier orbital gap, Ha: 0.3830
LUMO level, eV: 0.9

***

2.
Density functional theory data (ωB97M-V/def2-TZVPD) for one molecule with the formula C5H8O2.

Geometry as XYZ:
```
15
Properties=species:S:1:pos:R:3:forces:R:3:mulliken_charge:R:1
H 2.2512 0.1137 -0.5295 -0.1 0.1 0.1 0.2610
H 2.1638 1.1212 0.9156 -0.1 0.0 -0.1 0.3195
H -1.2781 1.1229 1.1762 0.1 -0.1 -0.1 0.3130
H 0.3547 2.2516 -0.1227 0.0 -0.2 0.0 0.3590
H 0.3125 1.0757 -1.4169 0.0 -0.1 0.2 0.2916
C -0.9990 0.6213 0.2437 -0.1 0.0 0.1 -0.5461
O -1.0784 -1.3499 1.6427 0.1 0.2 -0.5 -0.5241
O -0.8648 -1.4600 -1.7857 0.1 -0.2 0.5 -0.4458
C 1.5785 0.4745 0.2559 0.0 0.0 0.1 -0.9866
H -0.5501 -2.8628 -0.3381 0.0 0.1 -0.1 0.3898
H -1.8028 0.7787 -0.4857 0.1 0.0 0.1 0.3132
C -0.9467 -0.8584 0.5429 -0.2 0.1 0.3 0.3967
H 1.2866 -0.3877 0.8684 0.2 0.1 -0.1 0.2873
C 0.3302 1.1747 -0.3271 0.0 -0.1 -0.1 -0.4275
C -0.7577 -1.8155 -0.6396 0.0 0.0 -0.3 -0.0010
```
Forces are in eV/Å.

Output
Charge: 0
Frontier orbital gap, Ha: 0.3437
LUMO level, eV: -0.4

***

3.
Density functional theory data (ωB97M-V/def2-TZVPD) for C8H10AlBrI as an isolated structure.

Geometry as XYZ:
```
21
Properties=species:S:1:pos:R:3:forces:R:3:mulliken_charge:R:1
H 2.6744 2.1582 0.2798 -0.1 -0.1 -0.1 0.3840
Al 1.0580 -2.7756 -0.6884 -0.7 -0.3 0.1 0.4699
C 0.1202 -0.0696 0.2245 -0.8 -0.4 0.0 0.6465
I 3.5252 -2.8313 0.1180 0.0 0.0 0.0 -0.3961
H -2.6008 -0.5509 0.3168 0.0 0.0 -0.3 0.4271
H -1.4655 2.9100 -0.1279 -0.1 -0.2 0.0 0.3093
C -0.6509 2.1926 -0.0284 -0.5 1.2 -0.1 -0.4422
H 0.8288 3.7642 0.0026 -0.2 0.0 -0.1 0.3642
H -1.1579 -1.7586 0.0012 0.2 -0.2 -0.1 0.0439
C 0.6196 2.7003 0.0439 0.5 0.4 0.0 -0.5096
C 1.3917 0.4643 0.2844 1.0 -0.9 0.2 -0.2239
H -0.1653 -1.8264 1.4274 0.2 0.0 -0.1 0.3712
H 2.2417 -0.1968 0.4324 -0.2 -0.1 -0.1 -0.0454
H -2.7606 0.6768 -1.0094 -0.1 -0.4 0.1 0.2965
H -2.9671 1.1233 0.6642 0.1 0.0 0.0 0.3535
C 1.6505 1.8037 0.1968 0.7 0.6 0.1 -0.7815
H 0.9321 -2.5427 -2.2567 0.2 0.1 0.0 -0.2700
C -2.3900 0.4668 0.0003 0.0 0.5 0.1 -1.6284
C -0.9212 0.8495 0.0595 -0.8 -0.6 0.1 1.0626
Br 0.1843 -5.0062 -0.3035 0.1 0.3 0.0 -0.5124
C -0.1473 -1.5515 0.3625 0.4 0.1 0.0 -0.9193
```
Forces are in eV/Å.

Output
Charge: -1
Frontier orbital gap, Ha: 0.3029
LUMO level, eV: 3.0

***

4.
Density functional theory data (ωB97M-V/def2-TZVPD) for a 2-piece molecular cluster, C2H2NOP overall.

Geometry as XYZ:
```
7
Properties=species:S:1:pos:R:3:forces:R:3:mulliken_charge:R:1
H 1.0134 -2.1710 0.7240 -0.6 0.3 -0.6 0.2665
N -0.7371 -2.5146 -0.5060 -0.9 0.3 -1.1 0.5274
P 2.8618 1.0683 0.5486 -0.2 0.0 0.2 -0.3192
O -1.6866 -2.7470 -1.1793 -0.8 -0.6 -0.3 -0.5909
C 0.1952 -2.0971 0.0100 2.3 0.0 2.0 -0.2206
C 3.1761 -0.4170 0.3916 1.3 -1.9 -0.9 -0.0114
H 3.6043 -1.4411 0.1045 -1.0 1.9 0.8 0.3481
```
Forces are in eV/Å.

Output
Charge: 0
Frontier orbital gap, Ha: 0.3785
LUMO level, eV: 0.2

***

5.
Density functional theory data (ωB97M-V/def2-TZVPD) for C15H13Cl5FeN3O2S as an isolated structure.

Geometry as XYZ:
```
40
Properties=species:S:1:pos:R:3:forces:R:3:mulliken_charge:R:1
H 1.3230 3.4146 0.6617 0.0 0.0 0.0 0.4206
H -0.2659 4.8351 -0.5898 0.0 0.0 0.0 0.4231
Cl -6.0826 -2.1094 0.1156 0.0 0.0 0.0 -0.1669
C 0.8687 -0.0599 -2.3656 -0.1 -0.1 -0.2 0.6072
H 4.8208 -1.3444 3.9234 0.0 0.0 0.0 0.1958
C 0.8676 3.0468 -0.2470 -0.1 0.0 -0.1 -0.7612
H 2.5859 -1.3668 4.2280 0.0 0.0 -0.1 0.2238
C -2.9113 0.2388 0.8017 0.0 0.1 0.0 0.4434
S 3.3116 -1.3078 0.6762 0.2 -0.1 0.3 -0.4484
C -0.5767 3.3962 -2.1440 0.0 0.0 0.0 -0.7019
C 3.4618 -1.3279 2.3728 0.4 0.0 0.0 0.8693
N 4.6725 -1.3038 2.9283 0.1 0.0 -0.2 -0.4206
C -0.0171 3.8496 -0.9586 0.0 0.0 0.0 -0.4940
Cl -3.6674 -4.1191 -0.0679 0.0 0.1 0.0 -0.1696
C -0.2589 2.1342 -2.6195 0.0 0.1 0.0 -0.4986
H 0.5990 -0.5880 3.0531 0.0 -0.1 -0.1 0.3059
H 1.8936 1.1750 -0.1768 -0.1 0.0 0.0 0.3332
N 2.4324 -1.3679 3.2273 -0.2 0.0 0.1 -0.3184
C -2.1221 -1.9761 0.4459 0.3 -0.2 -0.1 1.0938
N 1.1297 -1.4015 2.7464 -0.2 -0.1 0.1 -0.3806
H -0.6986 1.7882 -3.5441 0.0 0.0 0.0 0.3330
C 0.5971 1.3095 -1.8907 -0.1 -0.1 -0.1 0.8632
Fe 0.9290 -1.2101 0.4499 0.4 0.1 0.2 0.4075
H 5.4808 -1.2795 2.3277 0.0 0.0 0.0 0.2219
C 0.8435 -0.3550 -3.8325 0.0 0.0 0.0 -1.5441
Cl -0.7476 -3.0700 0.3134 -0.3 -0.1 0.0 -0.2115
C -4.2117 -0.2115 0.6173 0.0 0.0 0.0 -0.0479
H 1.2433 -1.3479 -4.0142 0.0 0.0 0.0 0.3785
Cl -2.5678 1.8959 1.1220 0.0 -0.1 0.0 -0.1475
H -0.1893 -0.3255 -4.1860 0.0 0.0 0.0 0.3725
C -3.4115 -2.4528 0.2577 0.0 0.0 0.0 -0.3547
Cl -5.5138 0.8995 0.7221 0.0 0.0 0.0 -0.1628
C -1.8223 -0.6423 0.7265 0.0 0.2 0.0 -0.3913
H -1.2555 4.0259 -2.7015 0.0 0.0 0.0 0.4238
C 1.1646 1.7787 -0.7075 0.1 0.0 0.0 0.0699
H 0.6607 -2.2517 3.0466 0.0 0.0 0.0 0.2767
H 1.4001 0.3966 -4.3903 0.0 0.0 0.0 0.4186
O 1.0979 -0.9905 -1.5879 0.1 0.0 -0.2 -0.4171
O -0.5912 -0.2158 0.9149 -0.6 0.1 0.1 -0.5497
C -4.4725 -1.5595 0.3450 0.0 0.0 0.0 0.5051
```
Forces are in eV/Å.

Output
Charge: +1
Multiplicity: 5
Frontier orbital gap (spin up / spin down), Ha: 0.2931 / 0.2886
LUMO level (spin up / spin down), eV: -2.9 / -3.0

***

6.
Density functional theory data (ωB97M-V/def2-TZVPD) for one molecule with the formula C6H13N3O3.

Geometry as XYZ:
```
25
Properties=species:S:1:pos:R:3:forces:R:3:mulliken_charge:R:1
C -1.5021 -0.1063 -1.1503 0.2 -1.3 -2.3 0.4803
H 0.4781 -1.5741 -0.5714 -0.3 -0.8 -0.4 0.2814
H -3.8704 -1.2508 1.7873 0.8 -0.4 0.5 0.3140
C -0.1212 0.4239 -0.7922 1.7 0.1 -0.5 -0.1843
N -1.6546 -0.7062 1.2034 -0.8 1.9 -1.9 -0.6925
C 0.5934 -0.6631 -0.0254 0.5 -0.2 -0.9 0.0771
O 2.0247 -0.4476 0.0574 -0.7 0.7 1.8 -0.6012
H 1.4944 0.0379 2.6785 -0.9 -0.2 -1.1 0.2885
C 0.4223 0.1737 2.3567 0.2 -1.0 1.0 -1.3095
H -0.1080 0.0351 3.2978 -0.4 0.2 -0.1 0.3912
H 2.5694 -0.6110 -0.7179 -0.9 -0.3 -0.4 0.3567
O -2.1689 0.6457 -2.1421 0.8 1.2 -0.6 -0.6175
H -5.0082 -0.0730 1.7114 0.5 0.0 -0.2 0.2317
H -3.9500 0.0668 -0.7596 -1.4 -0.5 0.4 0.2914
C -0.1761 -0.7711 1.3004 0.6 0.6 0.1 0.0524
H -0.0726 -1.7191 1.6965 0.8 -2.2 0.6 0.3956
H -0.1434 1.2654 -0.1308 -0.6 0.8 0.3 0.2887
O 0.6739 0.8197 -1.9449 0.4 0.7 0.7 -0.6556
C -2.2913 -0.2528 0.1197 1.4 -2.0 4.4 0.1919
N -4.4845 -0.7649 1.1762 -0.2 0.8 -1.7 -0.6931
H -1.4640 1.0771 -2.7026 -1.0 -0.7 0.8 0.3532
H -1.3595 -1.1749 -1.6594 -0.2 1.8 1.4 0.1080
N -3.6594 -0.1103 0.1956 1.5 0.5 -1.2 -0.0237
H 0.2739 1.1531 2.0075 0.0 1.6 -0.1 0.2913
H 1.4635 1.3460 -1.5922 -1.8 -1.2 -0.6 0.3839
```
Forces are in eV/Å.

Output
Charge: 0
Frontier orbital gap, Ha: 0.3221
LUMO level, eV: 0.5